No. 1
Entry from the OMol25 dataset: an isolated ion of composition C5H11N3 and charge +2 at a distorted geometry (ωB97M-V/def2-TZVPD).

```
19
Properties=species:S:1:pos:R:3
C 3.07 0.68 0.85
N 2.08 -0.06 0.84
C 0.70 0.56 0.74
N -0.27 -0.29 0.18
C -1.71 0.08 0.51
C -2.35 -0.77 -0.58
C -1.37 -0.67 -1.76
N -0.22 -0.42 -1.25
H 4.06 0.34 1.04
H 2.99 1.86 0.66
H 2.18 -1.08 0.82
H 0.32 1.01 1.73
H 0.85 1.42 0.04
H -1.94 1.15 0.21
H -2.12 -0.16 1.53
H -3.42 -0.76 -0.75
H -1.84 -1.68 -0.19
H -1.64 -0.89 -2.84
H 0.63 -0.32 -1.78
```

Properties
LUMO energy   -8.8 eV
Energy relative to the best compared isomer or geometry (same formula, charge and spin)   460.4 kJ/mol
Net charge   +2
E_HOMO   -18.657 eV

No. 2
Entry from the OMol25 dataset: one molecule with the formula C3H9N3O2S at a distorted geometry (ωB97M-V/def2-TZVPD).

```
18
Properties=species:S:1:pos:R:3
C 0.70 -1.09 -0.02
C -1.93 1.53 0.07
C -0.84 0.47 0.49
N 1.65 -1.68 -1.03
N 1.36 -0.86 1.21
N 0.20 0.26 -0.49
O -0.40 -1.97 0.33
O -2.50 -1.00 -0.60
S -1.77 -1.19 0.63
H -2.77 1.19 0.65
H -1.67 2.61 0.26
H -2.18 1.57 -0.99
H -0.25 0.76 1.45
H 1.34 -1.50 -1.97
H 1.73 -2.66 -0.75
H 2.08 -1.53 1.40
H 1.81 0.14 1.06
H -0.14 0.21 -1.48
```

Properties
LUMO energy   0.9 eV
Energy relative to the best compared isomer or geometry (same formula, charge and spin)   0.0 kJ/mol
Net charge   0
E_HOMO   -9.128 eV

No. 3
Entry from the OMol25 dataset: HO3P2S2 as an isolated structure at a distorted geometry (ωB97M-V/def2-TZVPD).

```
8
Properties=species:S:1:pos:R:3
O -0.83 -1.20 -1.19
O -1.71 -0.92 1.26
O 0.06 2.89 -0.86
P 0.59 1.53 -0.94
P 1.94 1.05 0.69
S 2.03 -0.93 0.10
S -0.17 -0.60 -0.06
H -1.93 -1.80 1.00
```

Properties
LUMO energy (spin up / spin down)   2.6 / 2.6 eV
Energy relative to the best compared isomer or geometry (same formula, charge and spin)   583.6 kJ/mol
Net charge   -1
E_HOMO (spin up / spin down)   -3.809 / -3.808 eV

No. 4
Entry from the OMol25 dataset: C31H31IMgN4PS as an isolated structure (ωB97M-V/def2-TZVPD).

```
70
Properties=species:S:1:pos:R:3
Mg 0.39 0.17 -0.51
I -0.36 2.98 -0.48
C -1.22 2.52 1.41
C -1.60 3.61 2.14
C -2.25 3.42 3.37
C -2.52 2.15 3.80
C -2.13 1.02 3.04
C -2.46 -0.29 3.48
C -2.11 -1.37 2.74
C -1.35 -1.20 1.55
C -0.97 0.03 1.07
C -1.42 1.17 1.81
H -1.43 4.61 1.77
H -2.55 4.28 3.96
H -3.04 1.99 4.74
H -3.01 -0.40 4.41
H -2.39 -2.37 3.07
H -1.06 -2.11 1.02
N 1.51 -3.60 -2.18
C 1.16 -2.31 -2.31
N 1.21 -1.65 -1.17
C 1.59 -2.61 -0.21
C 1.78 -2.48 1.17
C 2.16 -3.61 1.86
C 2.36 -4.84 1.21
C 2.17 -4.98 -0.15
C 1.79 -3.83 -0.84
H 1.55 -4.27 -2.92
H 0.89 -1.87 -3.26
H 1.60 -1.54 1.68
H 2.30 -3.56 2.94
H 2.65 -5.71 1.80
H 2.32 -5.93 -0.65
C -6.16 0.05 -1.48
C -5.20 0.12 -2.63
C -5.53 0.35 -3.92
C -4.50 0.40 -4.88
N -3.22 0.20 -4.56
C -2.89 -0.04 -3.29
S -1.32 -0.34 -2.76
N -3.89 -0.06 -2.35
C -4.79 0.69 -6.31
H -7.18 0.11 -1.85
H -5.98 0.87 -0.79
H -6.03 -0.89 -0.93
H -6.57 0.50 -4.21
H -3.59 -0.23 -1.39
H -5.86 0.68 -6.52
H -4.28 -0.02 -6.95
H -4.40 1.68 -6.55
C 4.21 -0.39 -0.68
P 3.04 0.88 -0.05
C 3.37 2.22 -1.26
C 3.90 1.43 1.45
C 4.48 2.70 1.58
C 5.15 3.04 2.74
C 5.26 2.14 3.79
C 4.68 0.88 3.67
C 4.00 0.53 2.51
H 4.20 -1.26 -0.03
H 5.22 0.03 -0.70
H 3.92 -0.70 -1.68
H 4.44 2.42 -1.36
H 2.85 3.13 -0.98
H 2.99 1.91 -2.23
H 4.40 3.42 0.78
H 5.60 4.02 2.83
H 5.79 2.41 4.69
H 4.76 0.17 4.49
H 3.55 -0.45 2.43
```

Properties
LUMO energy   -2.4 eV
Energy relative to the best compared isomer or geometry (same formula, charge and spin)   0.0 kJ/mol
Net charge   +1
E_HOMO   -10.022 eV

No. 5
Entry from the OMol25 dataset: C8H8N2O3S as an isolated structure at a distorted geometry (ωB97M-V/def2-TZVPD).

```
22
Properties=species:S:1:pos:R:3
O 3.80 -0.99 -0.54
N 0.20 -1.91 1.43
N 2.86 -0.19 -2.01
O -0.81 -1.40 2.28
O 2.18 1.04 -1.06
C 0.20 -1.20 0.36
C -2.83 1.57 1.19
C -2.17 1.78 -0.02
C -2.39 0.54 2.08
C -1.15 0.87 -0.41
C -1.38 -0.31 1.66
C -0.79 -0.17 0.43
C 1.14 -1.49 -0.76
S 2.48 -0.36 -0.37
H 3.78 -0.65 -2.10
H 2.52 0.70 -1.93
H -3.73 2.16 1.39
H -2.44 2.53 -0.76
H -2.89 0.34 3.00
H -0.71 0.95 -1.41
H 0.63 -1.27 -1.68
H 1.49 -2.50 -0.78
```

Properties
LUMO energy   -2.2 eV
Energy relative to the best compared isomer or geometry (same formula, charge and spin)   1264.2 kJ/mol
Net charge   0
E_HOMO   -8.757 eV

No. 6
Entry from the OMol25 dataset: C5H12NO2 as an isolated structure at a distorted geometry (ωB97M-V/def2-TZVPD).

```
20
Properties=species:S:1:pos:R:3
C -1.23 0.99 -0.10
O -2.44 1.16 0.53
C -0.70 -0.49 -0.06
C 0.77 -0.59 0.16
C 1.60 0.15 -0.69
C 3.13 -0.07 -0.55
N 3.55 -0.52 0.71
H -1.26 1.30 -1.17
H -0.47 1.66 0.34
H -1.37 -1.01 0.64
H -0.91 -0.94 -1.02
H 1.27 -1.34 0.74
H 1.31 0.51 0.54
H 1.16 0.56 -1.59
H 3.36 -0.76 -1.37
H 3.56 0.90 -0.91
H 3.44 0.28 1.35
H -4.36 -0.85 0.55
H -3.01 0.29 0.21
O -3.68 -0.86 -0.13
```

Properties
LUMO energy   2.8 eV
Energy relative to the best compared isomer or geometry (same formula, charge and spin)   684.8 kJ/mol
Net charge   -1
E_HOMO   -3.509 eV

No. 7
Entry from the OMol25 dataset: C8H9NO2 as an isolated structure at a distorted geometry (ωB97M-V/def2-TZVPD).

```
20
Properties=species:S:1:pos:R:3
C 1.75 -1.79 -1.47
C 0.49 -1.05 -0.79
C -0.47 -1.79 -0.19
C -1.29 -0.10 0.96
C -2.35 0.65 1.69
C -0.53 1.02 0.26
C 0.34 0.39 -0.54
C 1.62 1.32 -0.80
H 2.06 -1.08 -2.27
H 2.67 -2.13 -0.60
H 1.15 -2.71 -1.81
H -0.46 -2.87 -0.18
H -2.91 0.06 2.41
H -1.79 1.86 2.17
H -2.89 1.10 0.81
H 0.15 2.78 0.56
H 2.08 2.45 0.15
N -1.38 -1.35 0.71
O -0.73 2.20 0.62
O 2.47 1.03 -1.65
```

Properties
LUMO energy   -0.1 eV
Energy relative to the best compared isomer or geometry (same formula, charge and spin)   606.1 kJ/mol
Net charge   0
E_HOMO   -8.849 eV

No. 8
Entry from the OMol25 dataset: a 4-piece molecular cluster, C3H10N2O3 overall at a distorted geometry (ωB97M-V/def2-TZVPD).

```
18
Properties=species:S:1:pos:R:3
C 0.52 -1.85 0.28
C 0.17 -2.83 1.15
N -1.19 -2.85 1.20
C -1.63 -1.85 0.39
N -0.64 -1.27 -0.23
H 1.49 -1.50 0.01
H 0.82 -3.49 1.71
H -1.68 -3.28 1.98
H -2.69 -1.77 0.20
O 0.55 1.31 -2.08
H -0.26 1.11 -2.53
H 0.68 0.48 -1.60
O -2.15 2.28 -1.69
H -2.11 1.58 -1.05
H -1.38 2.82 -1.46
O 3.17 3.74 1.63
H 3.13 4.44 0.98
H 3.20 2.94 1.11
```

Properties
LUMO energy   0.6 eV
Energy relative to the best compared isomer or geometry (same formula, charge and spin)   101.2 kJ/mol
Net charge   0
E_HOMO   -9.484 eV

No. 9
Entry from the OMol25 dataset: an isolated ion of composition C3H6NO2S and charge -1 at a distorted geometry (ωB97M-V/def2-TZVPD).

```
13
Properties=species:S:1:pos:R:3
C 0.14 1.05 0.73
C -1.23 -0.83 -0.04
C 0.06 -0.29 0.39
N 1.08 1.55 1.42
O 0.27 -0.17 -2.33
O 2.45 -0.80 -1.19
S 1.01 -1.03 -1.31
H -0.80 1.65 0.48
H -1.19 -1.54 -0.86
H -1.63 0.04 -0.53
H -1.92 -1.10 0.73
H 0.57 -1.08 1.18
H 1.20 2.54 1.33
```

Properties
LUMO energy   4.0 eV
Energy relative to the best compared isomer or geometry (same formula, charge and spin)   251.9 kJ/mol
Net charge   -1
E_HOMO   -3.311 eV

No. 10
Entry from the OMol25 dataset: one molecule with the formula C3H5N3 (ωB97M-V/def2-TZVPD).

```
11
Properties=species:S:1:pos:R:3
N 1.39 0.30 1.19
C 0.35 -0.01 0.31
C -0.79 0.70 0.00
C -1.31 0.04 -1.13
N -0.59 -1.02 -1.47
N 0.41 -1.03 -0.57
H 1.52 -0.34 1.96
H 1.25 1.24 1.54
H -1.19 1.54 0.55
H -2.17 0.33 -1.73
H 1.13 -1.74 -0.65
```

Properties
LUMO energy   0.9 eV
Energy relative to the best compared isomer or geometry (same formula, charge and spin)   57.7 kJ/mol
Net charge   0
E_HOMO   -8.576 eV

No. 11
Entry from the OMol25 dataset: a 9-piece molecular cluster, C46H117N7O15 overall at a distorted geometry (ωB97M-V/def2-TZVPD).

```
185
Properties=species:S:1:pos:R:3
C -0.89 -1.24 -10.71
O -1.74 -0.18 -10.28
C -2.76 -0.66 -9.34
C -3.92 0.23 -9.36
C -3.56 1.68 -8.98
N -4.95 -0.17 -8.39
H -0.21 -1.63 -9.95
H -0.28 -0.95 -11.56
H -1.34 -2.19 -11.00
H -2.95 -1.73 -9.41
H -2.30 -0.67 -8.35
H -4.48 0.14 -10.30
H -3.04 1.75 -8.03
H -4.49 2.25 -8.98
H -2.74 1.98 -9.64
H -5.66 0.54 -8.29
H -5.35 -1.09 -8.46
C 6.30 -0.74 -6.65
O 5.60 -1.87 -6.18
C 6.28 -2.41 -5.02
C 5.44 -3.62 -4.43
N 5.81 -4.68 -5.32
C 5.18 -5.93 -5.09
C 3.65 -5.91 -5.16
O 3.14 -5.67 -3.85
C 1.85 -6.20 -3.61
H 6.43 -0.03 -5.83
H 5.88 -0.30 -7.55
H 7.35 -0.95 -6.88
H 6.29 -1.72 -4.18
H 7.32 -2.65 -5.25
H 4.36 -3.49 -4.43
H 5.72 -3.89 -3.42
H 5.87 -4.29 -6.25
H 5.60 -6.41 -4.20
H 5.49 -6.65 -5.84
H 3.39 -6.90 -5.53
H 3.21 -5.14 -5.80
H 1.95 -7.28 -3.51
H 1.17 -6.03 -4.45
H 1.51 -5.74 -2.68
C -6.17 -9.37 -4.97
O -6.18 -7.90 -4.78
C -4.96 -7.28 -4.77
C -5.04 -5.69 -4.75
N -5.83 -5.26 -3.62
C -5.21 -5.02 -2.33
C -6.34 -5.04 -1.27
O -7.01 -6.20 -1.03
C -6.20 -7.31 -0.62
H -5.69 -9.84 -4.11
H -5.63 -9.72 -5.85
H -7.15 -9.82 -5.10
H -4.48 -7.58 -5.71
H -4.31 -7.67 -4.00
H -5.49 -5.42 -5.70
H -4.07 -5.20 -4.69
H -6.41 -6.07 -3.41
H -4.76 -4.03 -2.44
H -4.55 -5.83 -2.05
H -7.14 -4.32 -1.44
H -5.74 -4.90 -0.37
H -5.50 -7.08 0.18
H -5.78 -7.85 -1.48
H -6.89 -8.05 -0.23
C 5.00 15.67 -2.81
O 4.70 14.31 -3.00
C 4.30 14.09 -4.32
C 4.38 12.61 -4.63
N 3.29 11.89 -3.93
C 3.18 10.47 -4.19
C 2.64 9.77 -2.93
O 3.49 9.95 -1.81
C 3.09 9.38 -0.65
H 5.59 15.65 -1.88
H 4.08 16.18 -2.54
H 5.55 16.14 -3.62
H 4.99 14.54 -5.04
H 3.38 14.56 -4.66
H 5.26 12.25 -4.12
H 4.55 12.49 -5.70
H 2.92 12.23 -3.05
H 4.22 10.19 -4.35
H 2.51 10.34 -5.04
H 2.27 8.75 -3.03
H 1.68 10.22 -2.67
H 3.02 8.29 -0.65
H 2.06 9.58 -0.34
H 3.55 9.84 0.23
C 8.86 -2.13 9.70
O 9.46 -1.56 8.52
C 8.79 -1.97 7.27
C 9.23 -1.15 5.97
N 8.66 -1.71 4.66
C 9.03 -1.09 3.42
C 8.66 0.35 3.12
O 7.26 0.42 2.84
C 7.10 1.61 2.03
H 7.83 -1.79 9.83
H 9.44 -1.75 10.55
H 8.88 -3.20 9.54
H 7.73 -1.77 7.44
H 8.94 -3.05 7.19
H 10.30 -0.98 5.88
H 8.86 -0.13 6.07
H 7.70 -1.43 4.81
H 8.56 -1.67 2.62
H 10.08 -1.27 3.22
H 9.34 0.72 2.34
H 8.82 1.01 3.97
H 6.04 1.65 1.75
H 7.66 1.66 1.10
H 7.27 2.54 2.58
C -8.36 2.13 -0.41
O -8.40 2.52 0.92
C -7.43 1.97 1.84
C -7.95 1.71 3.27
N -8.55 2.92 3.87
C -9.40 2.61 4.99
C -9.78 3.88 5.73
O -10.44 3.55 6.96
C -11.79 3.31 6.77
H -9.08 2.74 -0.95
H -8.61 1.12 -0.73
H -7.36 2.42 -0.71
H -6.64 2.72 1.80
H -7.05 1.05 1.40
H -7.15 1.39 3.94
H -8.74 0.99 3.07
H -9.19 3.33 3.20
H -8.94 2.05 5.80
H -10.25 2.08 4.55
H -10.43 4.58 5.20
H -8.87 4.44 5.94
H -12.48 3.30 7.62
H -11.98 2.37 6.26
H -12.16 4.25 6.36
C 1.74 -3.54 3.62
O 1.55 -4.31 4.86
C 2.29 -3.84 6.00
C 1.65 -4.24 7.36
N 0.32 -3.72 7.42
C -0.51 -4.23 8.53
C -2.01 -4.18 8.19
O -2.36 -5.14 7.19
C -2.45 -6.51 7.65
H 1.24 -2.58 3.79
H 1.10 -4.10 2.94
H 2.78 -3.45 3.29
H 2.48 -2.77 6.12
H 3.26 -4.33 6.05
H 2.34 -4.00 8.17
H 1.57 -5.30 7.60
H -0.19 -3.95 6.58
H -0.35 -3.66 9.44
H -0.27 -5.25 8.82
H -2.36 -3.22 7.81
H -2.47 -4.32 9.16
H -1.48 -6.87 7.98
H -2.92 -6.99 6.79
H -3.08 -6.51 8.54
C -0.45 -0.12 -0.80
C 0.75 0.67 -1.33
C 0.91 0.75 -2.92
O 0.44 1.98 -0.89
H -1.31 0.16 -1.41
H -0.70 0.05 0.25
H -0.43 -1.20 -0.94
H 1.67 0.38 -0.83
H 1.49 -0.04 -3.39
H 1.55 1.59 -3.20
H -0.04 0.95 -3.42
H 0.43 1.93 0.07
C 0.17 2.93 6.96
C -0.23 2.13 5.69
C -1.46 1.21 5.91
O -0.53 2.95 4.55
H 0.17 2.45 7.94
H -0.37 3.87 7.00
H 1.22 3.23 6.92
H 0.61 1.47 5.47
H -1.26 0.60 6.79
H -1.73 0.46 5.17
H -2.34 1.85 5.98
H -1.20 3.54 4.90
```

Properties
LUMO energy   0.2 eV
Energy relative to the best compared isomer or geometry (same formula, charge and spin)   618.1 kJ/mol
Net charge   0
E_HOMO   -7.874 eV